The following is a quantum chemistry calculation of one molecule with the formula C6H10O, from OMol25.

```
17
Properties=species:S:1:pos:R:3:forces:R:3
H -0.1837 -1.5803 0.9352 0.0 0.1 0.0
H -1.3305 1.1668 1.4306 0.1 -0.1 -0.1
H 1.6649 -1.8739 -1.8500 -0.1 0.1 0.1
H -1.2541 -0.5522 -1.0832 -0.1 0.1 0.1
C 1.7324 0.0292 -1.1564 -0.1 -0.2 0.0
O 0.2189 1.4051 0.2495 0.3 0.0 -0.2
C -0.8175 0.4887 0.7426 -0.2 -0.1 0.1
H -2.6055 -0.4631 0.0707 0.1 0.1 0.0
C 1.0485 -1.1920 -1.2308 0.3 0.2 -0.1
H -2.1755 0.9792 -0.8701 0.1 -0.1 0.1
C 1.2556 1.1506 -0.4924 -0.1 0.1 0.1
H 0.7736 -0.4409 1.8844 -0.1 0.0 0.0
C -0.2354 -0.6758 1.5381 0.0 0.0 0.0
H -0.8546 -0.8481 2.4219 0.0 0.0 -0.1
H 2.6875 0.2468 -1.6491 -0.1 -0.1 0.1
C -1.7713 0.0936 -0.3699 0.0 0.0 0.0
H 1.8469 2.0664 -0.5711 -0.1 -0.1 0.0
```
Positions in Å, forces in eV/Å.

ΔE to the lowest compared entry with this formula, charge and spin	3.8966	eV
lowest unoccupied orbital energy	-0.251	eV
molar mass	98.1	g mol⁻¹
frontier orbital gap	7.57	eV
2S+1	1

Atomic partial charges in e from the natural (NBO) method, atoms 1 to 6: H 0.2521; H 0.1900; H 0.1167; H 0.2594; C -0.5386; O -0.4528

The following is a quantum chemistry calculation of C36H41FLuN3O3S4SbSe as an isolated structure, from OMol25.

```
91
Properties=species:S:1:pos:R:3:forces:R:3
H -2.8492 -2.0500 4.1948 -0.5 1.4 -0.4
N -3.7077 -0.6709 0.1973 -0.5 0.8 -0.4
H -7.4935 -3.2662 0.1062 0.8 -0.2 0.9
C 8.0450 3.6036 1.4316 -0.8 0.7 -0.1
C 2.6822 -2.1374 -5.9232 0.2 -0.9 0.0
C -4.4862 -0.5764 6.0185 -0.5 1.5 -0.3
C -5.0819 -2.8893 2.5303 -2.3 -1.3 1.3
C 6.8936 2.9291 3.3935 -2.0 -0.1 1.1
H -6.6834 1.8337 -0.0347 0.8 -0.1 0.4
H -3.0334 -1.8448 6.9452 0.2 0.3 0.2
C -3.0284 -0.9734 3.8502 2.3 -1.4 -1.6
C -5.6381 1.5021 0.1955 -0.1 1.3 -0.7
H 8.8279 2.2431 3.0138 0.1 0.7 -0.6
C -6.2609 -3.3800 1.9742 1.1 0.6 -2.1
O -0.6128 -1.9238 -0.9641 0.2 0.1 -1.3
H -4.9843 0.3318 6.4552 -0.3 -1.0 -0.7
H 8.9697 3.7491 0.9236 0.5 -0.2 -0.6
H 5.3228 -0.6559 -6.2580 -0.7 0.4 0.6
H -3.7051 0.8414 4.6600 0.0 0.6 -0.2
H 3.6657 2.7955 3.1806 0.8 0.0 0.3
F 5.4430 2.1473 -2.2215 0.1 0.2 0.0
H 3.1770 1.4094 -1.2829 0.1 0.0 -0.1
H -3.0381 0.9610 -0.9972 0.1 -0.7 0.4
H -6.9195 -3.9979 2.5273 -0.4 -0.4 0.5
C -4.2824 -2.0338 1.8907 -0.1 2.0 -2.1
S 2.6374 -2.5563 -0.0043 0.0 0.0 -0.4
S 2.1849 0.1768 2.4989 0.6 -1.2 -0.9
H 4.5093 0.7231 -6.8789 -0.6 -0.5 0.8
H -4.9957 1.7630 -1.8688 -0.3 -0.9 0.5
H 4.7829 4.7664 1.4314 1.4 -0.8 0.4
C -0.7750 -1.7136 -2.2396 -0.7 0.5 2.1
C 3.9346 0.2009 -4.8255 2.4 0.0 -1.2
H 5.6991 1.5815 -4.6670 -0.5 -0.8 -0.1
H 3.4519 -2.8041 -5.4755 -0.3 0.5 0.0
C -3.3299 -0.7877 6.9250 0.4 -0.8 1.5
H 0.1893 -2.4252 -4.6113 0.5 0.2 -0.1
C 1.3217 -0.2487 -2.2591 -2.6 2.0 2.1
N 2.0394 -1.3721 -4.8108 0.2 0.9 1.3
C 4.5459 1.4025 -2.8900 1.9 0.5 -1.2
H -3.5963 -0.4562 -1.8815 -0.2 0.1 0.0
H -6.0624 -1.6952 -0.9647 0.0 -0.3 -0.7
N -3.3908 -1.0915 2.3395 1.2 0.0 1.6
C 5.7262 3.6191 2.9842 -0.3 -2.1 1.2
C 4.3135 -0.1634 -6.2116 1.1 -0.5 -2.0
H -4.9935 -0.2016 3.9300 1.0 0.4 1.0
H 0.9645 -2.3971 -7.1806 0.2 -0.1 -0.1
C 6.8840 4.2626 0.9784 0.6 -0.3 0.9
C -5.1224 0.9286 -1.1237 -0.9 -0.3 -0.4
Lu 0.6802 -0.9728 0.4732 0.3 -0.7 2.7
O 0.8990 0.3825 -1.1633 1.6 -1.3 -3.0
C 0.4478 -1.1561 -2.9465 1.4 -0.7 -0.6
H 1.0605 -3.7711 -6.1748 0.4 0.0 0.8
Se -1.5765 0.9200 1.3241 -0.4 -0.4 0.2
H -4.2676 3.2086 -0.1296 0.1 -0.1 0.1
C 4.8489 1.0476 -4.2137 -1.1 0.7 1.6
C -4.0738 -0.1688 4.6150 -1.3 -0.3 -1.8
H 6.9230 4.8229 0.0478 -0.1 -0.1 0.1
S 1.9435 -3.5884 3.5553 1.6 0.1 -0.3
H 4.5328 3.0654 4.7614 -0.3 0.5 -0.9
H -2.4785 -0.1988 6.6354 0.5 0.2 -0.3
C 3.4116 1.0642 -2.2859 -1.8 -0.4 1.6
Sb 3.3740 -2.0708 2.2114 0.2 1.2 0.7
H -5.8362 0.1788 -1.5011 -0.3 0.8 -0.1
H -4.9927 -3.0205 3.5631 0.5 -0.4 1.5
H 2.6086 -0.7228 -7.5185 -0.3 0.6 -0.1
C -6.5398 -3.0276 0.6353 -1.3 -0.2 -0.1
H 3.9065 4.4623 3.6705 0.3 -0.9 0.7
C 4.3920 3.4480 3.7166 -0.1 0.9 0.0
H -5.1657 -1.4203 5.9710 -0.2 -0.1 0.3
H 6.7240 2.3760 4.3474 0.8 0.3 -0.8
C 5.7292 4.2313 1.7820 -0.7 1.9 -2.5
S 0.3471 -2.6165 2.8617 -3.0 0.5 -0.7
C -2.9897 -0.3198 1.2861 0.8 0.2 0.7
C -4.5895 -1.6853 0.5678 0.3 0.0 -0.6
C 2.5203 0.1893 -2.8925 0.8 -1.7 -2.0
C 8.0345 2.9005 2.6289 -0.1 -0.6 0.8
C 1.6980 -3.0530 -6.6836 -1.3 1.7 0.2
C -3.8278 0.1939 -1.0336 1.9 -0.4 0.6
H -1.9739 -0.5256 3.8171 -1.5 -0.5 0.3
H 4.0221 -1.7136 -7.6022 -0.4 -0.3 0.1
C 0.8637 -1.6948 -4.1601 0.4 0.2 0.2
H -5.7319 0.7334 0.9475 0.1 -0.3 0.3
C 3.3868 -1.1530 -6.9086 -0.3 -0.8 0.4
C -4.7841 2.7309 0.7049 -0.6 -0.8 0.8
H -4.0420 2.4975 1.5331 -0.9 0.1 -1.2
H -5.5244 3.4426 1.0850 0.4 0.1 0.2
C 2.8814 -0.3990 -4.1689 -2.1 0.6 1.1
H -3.5877 -0.4405 7.9491 0.2 -0.6 -0.4
C -5.7151 -2.1810 -0.0781 0.5 0.6 0.7
O -1.8571 -1.8498 -2.7855 0.2 -0.2 -1.2
H 2.1778 -3.6051 -7.4458 0.9 -0.4 -0.8
```
Positions in Å, forces in eV/Å.

ΔE to the lowest compared entry with this formula, charge and spin	2.3785	eV
total charge	-1
lowest unoccupied orbital energy	1.187	eV
molar mass	1086.7	g mol⁻¹
frontier orbital gap	4.01	eV
2S+1	1

Atomic partial charges in e from the Löwdin method, atoms 1 to 6: H 0.1380; N 0.0159; H 0.1111; C -0.1080; C -0.2717; C -0.2874

The following is a quantum chemistry calculation of one molecule with the formula C7H18N2O, from OMol25.

```
28
Properties=species:S:1:pos:R:3:forces:R:3
C 1.9082 -0.5283 0.3688 -1.0 2.3 -0.4
H 3.2064 1.2057 0.3677 0.0 0.1 0.0
H 3.1895 -1.7430 -0.8909 0.0 0.1 0.1
H -0.5134 -1.0971 1.1535 0.2 0.0 -0.2
H 3.9130 -0.2146 1.1404 0.1 0.0 -0.1
H -1.4684 -0.7256 -1.4010 0.2 -0.3 0.3
O -0.7827 -1.2389 -0.8914 0.1 -0.1 -0.4
H -2.9671 -0.6547 2.0875 0.0 0.0 0.0
H -1.8753 1.4636 -1.3218 -0.2 0.0 0.1
H -3.1554 -1.4485 0.5152 0.0 0.0 0.0
C 2.9818 0.3421 0.9980 0.1 -0.3 0.1
H 2.6754 0.6956 1.9839 0.0 0.1 0.0
C -2.1633 0.4559 0.4290 1.7 -1.8 -0.4
C 2.3212 -1.0828 -0.9780 0.0 0.0 0.0
H 2.6065 -0.2777 -1.6595 0.0 0.0 -0.1
H -4.2026 -0.0957 0.9585 0.0 0.0 0.0
H 0.4238 0.7228 -1.8467 0.2 0.0 0.0
C -3.1812 -0.4879 1.0326 -0.1 0.1 -0.1
H -3.4606 1.0150 -1.0905 0.2 -0.1 0.0
C -0.5701 -0.4953 0.2478 -5.2 2.7 0.7
H -2.0492 1.3622 1.0389 0.4 -0.2 -0.1
H 1.6707 -1.3508 1.0478 -0.4 0.2 0.0
N 0.4267 1.3235 -1.0309 -0.3 0.4 -0.4
H 1.1912 1.9828 -1.0812 0.0 -0.1 0.0
H 1.5137 -1.6609 -1.4257 0.0 0.0 -0.1
N -2.4898 0.7378 -0.9634 -0.1 0.2 0.1
H 0.4299 1.2172 1.0469 0.0 -0.1 0.0
C 0.4211 0.5777 0.1649 4.2 -3.1 0.9
```
Positions in Å, forces in eV/Å.

SMILES	CC(C)[C@@H](N)[C@H](O)[C@H](C)N
ΔE to the lowest compared entry with this formula, charge and spin	2.0076	eV
lowest unoccupied orbital energy	1.020	eV
molar mass	146.2	g mol⁻¹
frontier orbital gap	8.81	eV
2S+1	1

Atomic partial charges in e from the natural (NBO) method, atoms 1 to 6: C -0.2130; H 0.1906; H 0.2074; H 0.1832; H 0.2030; H 0.4991

The following is a quantum chemistry calculation of a 2-piece molecular cluster, C27H33NO4 overall, from OMol25.

```
65
Properties=species:S:1:pos:R:3:forces:R:3
O -1.2303 0.4138 3.8659 -0.5 0.4 -0.2
C 1.7164 -0.2416 -2.9922 0.0 0.5 -0.1
C -3.7571 0.1419 4.3317 0.4 -0.8 -0.6
H 3.0412 1.1578 3.4646 -0.1 0.0 0.0
H 0.4193 -4.3876 4.1561 -0.3 -0.2 -0.2
C 1.4043 5.0157 -0.9234 0.2 -1.1 0.5
H 5.2293 0.1279 -1.3682 -0.3 0.0 -0.2
H 4.0547 2.1307 -2.2365 -0.1 -0.3 -0.1
H -0.5243 -4.0821 2.6728 0.1 -0.1 0.0
H -3.5237 0.7711 3.4669 -0.2 -0.1 0.0
C 1.4894 2.1894 -3.2583 -0.2 1.3 0.1
H 2.3352 5.2323 2.3249 -0.1 -0.1 -0.3
C 1.5527 5.5925 0.3298 0.2 -0.2 0.0
O 1.4000 -2.6416 4.8567 0.3 0.2 0.1
C 4.2431 0.0216 -1.8254 -0.2 0.1 -0.2
H 4.1325 -2.1128 -1.4974 -0.1 0.2 -0.1
C 2.9780 0.9796 4.5415 0.3 0.4 0.1
C 3.5840 1.1489 -2.3134 -0.4 0.1 0.1
C 2.2751 1.0521 -2.8579 0.7 -1.1 0.3
H -0.5625 -3.6766 6.4022 -0.2 0.0 0.0
H -1.0907 -5.3278 3.7998 0.1 0.0 0.0
H 1.2114 6.6116 0.4946 0.1 -0.2 0.3
H 3.0295 2.8920 1.8444 -0.3 0.2 -0.1
H -4.7804 -0.2366 4.2810 0.1 0.0 -0.1
C 0.6360 -1.7286 4.5192 -2.2 -1.5 -0.2
H -2.4738 1.2481 5.5834 -0.1 0.0 0.2
H 3.9898 1.0300 4.9458 0.1 0.2 0.0
C 0.7593 4.5849 -3.0546 -0.5 1.1 1.4
C -1.3928 -3.2816 4.4526 0.1 0.3 -0.1
C 2.4577 -0.3914 4.8416 -0.2 0.0 0.0
C -3.5161 0.9249 5.5868 0.2 0.1 0.4
H -0.9480 4.9984 -4.3155 0.4 0.0 0.2
H -2.3903 -3.2295 3.9987 0.1 -0.2 0.1
O -2.9145 -1.0426 4.2578 -1.6 1.2 0.2
H 0.2475 7.3121 -1.2113 -0.1 0.0 -0.3
H 0.5770 7.4173 -2.9645 0.0 -0.2 0.3
H 0.7370 -0.3128 -3.4670 0.2 -0.2 0.2
C 1.4018 3.3960 -2.5822 0.4 -1.0 -0.1
C 3.6283 -1.2346 -1.8956 -0.3 0.2 -0.2
H -3.7238 0.3182 6.4722 0.0 0.1 0.0
H -0.9547 6.7227 -2.3942 0.4 -0.1 0.2
H -4.1505 1.8089 5.5955 -0.2 0.1 0.1
H 2.5777 1.8766 -0.3865 0.0 0.3 0.4
H -2.1460 -2.8512 6.4171 0.1 -0.1 0.1
H 1.8846 -2.3370 -2.5745 0.2 0.3 0.1
C 0.1403 4.8259 -4.3652 -0.1 -0.3 -0.7
H 3.0749 -1.1371 4.3286 -0.2 0.0 0.2
C -1.5978 -0.7350 4.0946 1.9 -1.5 0.1
C 2.3661 -1.3620 -2.4923 0.1 0.0 0.0
C 0.1196 6.8094 -2.1710 -0.1 0.4 0.0
C 1.8088 3.6914 -1.2102 0.0 0.6 0.6
C 2.1609 4.8151 1.3333 0.0 0.0 -0.5
H 2.3796 1.7630 5.0137 0.0 -0.1 -0.1
C -0.7774 -1.9129 4.2599 0.8 1.4 0.0
H 0.3092 3.9152 -4.9459 -0.2 0.3 -0.2
H -2.0677 -4.5906 6.0494 0.1 0.0 0.1
C -1.5513 -3.6305 5.9323 -0.1 0.1 -0.1
C -0.5878 -4.3558 3.7291 -0.2 -0.1 -0.1
H 0.5912 5.6665 -4.9182 -0.1 -0.2 0.3
N 0.7545 5.5069 -2.0655 -0.1 -0.8 -1.7
C 2.3373 2.9173 -0.1905 0.2 0.0 0.4
C 2.5496 3.4913 1.0695 -0.2 0.1 -0.3
H 0.8724 2.0873 -4.1560 0.2 -0.1 0.2
H 2.5066 -0.5872 5.9207 0.1 -0.1 -0.2
O 1.0973 -0.4659 4.4107 1.5 0.4 0.1
```
Positions in Å, forces in eV/Å.

ΔE to the lowest compared entry with this formula, charge and spin	5.3213	eV
lowest unoccupied orbital energy	-3.233	eV
molar mass	435.6	g mol⁻¹
frontier orbital gap	1.31	eV
2S+1	1

Atomic partial charges in e from the natural (NBO) method, atoms 1 to 6: O -0.7227; C -0.1283; C -0.0703; H 0.1782; H 0.2421; C 0.1132

The following is a quantum chemistry calculation of one molecule with the formula C2H4N2S2, from OMol25.

```
10
Properties=species:S:1:pos:R:3:forces:R:3
H 4.2268 -0.1791 0.0017 0.4 0.2 0.0
H 0.3793 1.6877 0.0293 -0.4 0.6 -0.1
H -3.5898 0.0997 -0.0237 -0.7 0.2 0.0
N -1.6062 0.2176 -0.0002 -0.4 -0.6 0.0
C -2.6866 -0.4645 0.0016 1.4 0.1 -0.1
C 0.9230 0.7687 0.0008 0.2 -0.7 0.0
S -0.1327 -0.6479 -0.0013 -0.1 0.2 0.0
S 3.0166 -0.7105 0.0001 -0.7 0.0 0.0
H -2.7151 -1.5575 0.0001 -0.1 0.1 0.0
N 2.1848 0.7857 -0.0083 0.3 -0.3 0.1
```
Positions in Å, forces in eV/Å.

SMILES	C=NS/C=N\S
ΔE to the lowest compared entry with this formula, charge and spin	2.3597	eV
lowest unoccupied orbital energy	0.699	eV
molar mass	120.2	g mol⁻¹
frontier orbital gap	9.40	eV
2S+1	1

Atomic partial charges in e from the natural (NBO) method, atoms 1 to 6: H 0.1210; H 0.2169; H 0.1863; N -0.5386; C -0.0701; C -0.0811

The following is a quantum chemistry calculation of an isolated ion of composition C4H11N2S and charge -2, from OMol25.

```
18
Properties=species:S:1:pos:R:3:forces:R:3
N 1.0811 -0.9952 0.7945 -1.1 0.5 -1.0
S -0.9964 1.6659 -2.2558 0.2 1.2 -1.0
N 1.0937 1.6995 0.7396 3.8 -1.1 3.5
H 1.4552 0.4141 2.3924 -0.1 -0.2 -0.7
H -1.0959 -1.3775 0.8528 -0.4 0.7 1.2
C -0.5056 -0.8020 -1.1268 0.3 0.0 -0.5
H -1.3597 0.8176 -0.0477 0.9 0.7 1.1
H 0.6429 1.8821 -0.0899 -1.1 0.2 -2.5
H -2.5492 0.2741 -1.0005 1.7 -0.6 -0.7
C -1.3896 0.4540 -1.0448 -2.1 -0.9 0.2
H -0.2143 -2.5696 0.0886 0.5 0.8 0.1
H 1.6438 -0.8965 -0.0698 0.0 -0.1 1.0
C -0.2418 -1.4476 0.2308 1.5 -1.9 -1.3
C 0.9199 0.3194 1.4172 -0.4 2.4 0.2
H 0.5306 -0.4713 -1.5090 -1.7 -0.4 0.0
H 2.0713 2.1470 0.8353 -2.3 -1.4 -0.5
H -0.1341 0.4217 1.6368 -0.1 -0.5 0.7
H -0.9520 -1.5356 -1.8435 0.4 0.6 0.3
```
Positions in Å, forces in eV/Å.

expectation value of S²	0.751
ΔE to the lowest compared entry with this formula, charge and spin	1.7261	eV
total charge	-2
lowest unoccupied orbital energy (alpha / beta)	6.132 / 6.001	eV
molar mass	119.2	g mol⁻¹
frontier orbital gap (alpha / beta)	1.92 / 5.90	eV
2S+1	2

Atomic partial charges in e from the natural (NBO) method, atoms 1 to 6: N -0.6747; S -0.7492; N -0.9227; H 0.1181; H 0.1835; C -0.4481

Among the records above, which one has the highest 2S+1? C4H11N2S

Which value of molar mass does entry 2 give? 1086.7 g mol⁻¹

Look up the ΔE to the lowest compared entry with this formula, charge and spin of the first one. 3.8966 eV

Which value of molar mass does entry 4 give? 435.6 g mol⁻¹